Record 1
{
  "formula": "C41H35Cl2N9O2SSbV",
  "method": "ωB97M-V/def2-TZVPD",
  "species": ["V", "C", "C", "C", "C", "C", "C", "N", "Sb", "C", "C", "C", "C", "C", "C", "N", "C", "C", "C", "C", "C", "C", "N", "H", "H", "H", "H", "H", "H", "H", "H", "H", "H", "H", "H", "H", "H", "H", "H", "H", "H", "N", "C", "C", "C", "C", "C", "C", "S", "N", "C", "C", "C", "C", "C", "C", "N", "H", "H", "H", "H", "H", "H", "H", "H", "H", "C", "N", "C", "C", "C", "O", "N", "C", "O", "H", "H", "H", "H", "H", "Cl", "C", "C", "C", "C", "C", "Cl", "C", "N", "H", "H", "H"],
  "xyz": [[-0.313, -0.453, -1.091], [-1.240, 2.819, 3.496], [-0.149, 1.890, 3.942], [0.843, 2.280, 4.835], [1.829, 1.371, 5.184], [1.803, 0.104, 4.627], [0.783, -0.200, 3.731], [-0.174, 0.666, 3.420], [0.596, -2.152, 2.843], [-1.226, -1.654, 1.772], [-2.234, -2.518, 2.162], [-3.547, -2.265, 1.763], [-3.802, -1.090, 1.100], [-2.741, -0.239, 0.764], [-3.059, 1.102, 0.181], [-1.467, -0.576, 0.988], [2.313, -2.157, 1.554], [2.844, -3.419, 1.308], [3.933, -3.517, 0.459], [4.449, -2.360, -0.093], [3.878, -1.132, 0.234], [4.405, 0.147, -0.343], [2.830, -1.042, 1.056], [-2.119, 2.718, 4.137], [-1.529, 2.564, 2.476], [-0.916, 3.859, 3.523], [0.837, 3.281, 5.249], [2.611, 1.650, 5.881], [2.568, -0.626, 4.863], [-2.001, -3.373, 2.784], [-4.345, -2.957, 2.007], [-4.804, -0.801, 0.812], [-3.547, 0.994, -0.789], [-2.160, 1.696, 0.051], [-3.743, 1.614, 0.865], [2.397, -4.300, 1.751], [4.368, -4.481, 0.226], [5.291, -2.394, -0.773], [5.480, 0.085, -0.517], [4.179, 0.977, 0.323], [3.915, 0.352, -1.297], [2.374, 2.585, -2.074], [2.393, 3.604, -1.130], [2.614, 4.921, -1.522], [2.707, 5.935, -0.581], [2.566, 5.645, 0.769], [2.308, 4.337, 1.159], [2.218, 3.315, 0.225], [1.975, 1.651, 0.720], [1.283, 0.969, -0.671], [1.740, 1.351, -1.865], [1.614, 0.461, -2.942], [2.146, 0.656, -4.247], [2.170, -0.378, -5.132], [1.646, -1.637, -4.742], [1.049, -1.735, -3.513], [0.979, -0.732, -2.627], [2.344, 2.909, -3.027], [2.712, 5.148, -2.578], [2.880, 6.952, -0.908], [2.643, 6.429, 1.511], [2.186, 4.094, 2.208], [2.560, 1.615, -4.532], [2.582, -0.236, -6.123], [1.657, -2.487, -5.408], [0.568, -2.659, -3.211], [-4.662, -3.773, -2.446], [-3.313, -3.552, -1.960], [-2.562, -4.590, -1.505], [-1.331, -4.412, -0.996], [-0.820, -3.060, -0.988], [0.307, -2.744, -0.543], [-1.561, -2.050, -1.486], [-2.856, -2.213, -1.880], [-3.632, -1.314, -2.136], [-4.707, -4.740, -2.945], [-4.911, -2.980, -3.146], [-5.390, -3.749, -1.632], [-3.031, -5.565, -1.567], [-0.733, -5.225, -0.616], [-1.077, 3.653, -1.081], [-1.813, 3.001, -2.532], [-2.481, 3.878, -3.356], [-3.011, 3.447, -4.568], [-2.804, 2.120, -4.933], [-2.136, 1.249, -4.102], [-1.819, -0.358, -4.699], [-1.655, 1.606, -2.804], [-1.142, 0.757, -1.943], [-2.566, 4.913, -3.052], [-3.559, 4.122, -5.209], [-3.149, 1.753, -5.892]],
  "e_tot_ev": -128698.6760,
  "spin_multiplicity": 2,
  "homo_lumo_gap_ev": [4.36, 4.40],
  "s2": 0.81,
  "charge": -1
}

***

Record 2
{
  "formula": "C41H35ClGaN2Si2",
  "method": "ωB97M-V/def2-TZVPD",
  "species": ["C", "C", "C", "H", "C", "C", "H", "H", "H", "H", "Ga", "Si", "C", "C", "H", "C", "H", "C", "H", "C", "H", "C", "H", "C", "C", "H", "C", "H", "C", "H", "C", "H", "C", "H", "H", "Si", "C", "C", "H", "C", "H", "C", "H", "C", "H", "C", "H", "C", "C", "H", "C", "H", "C", "H", "C", "H", "C", "H", "H", "Cl", "C", "C", "N", "C", "C", "C", "C", "C", "C", "C", "C", "C", "N", "C", "H", "H", "H", "H", "H", "H", "H", "H"],
  "xyz": [[1.071, 2.055, 0.430], [1.846, 1.204, 1.253], [2.589, 0.317, 0.429], [1.940, 1.286, 2.333], [2.283, 0.686, -0.962], [1.320, 1.734, -0.924], [0.953, 2.257, -1.804], [0.422, 2.863, 0.771], [3.409, -0.339, 0.732], [2.897, 0.436, -1.827], [1.022, -1.166, -0.504], [4.404, -3.575, -0.315], [4.644, -5.043, 0.866], [4.683, -6.406, 0.467], [4.519, -6.711, -0.566], [4.975, -7.394, 1.418], [4.952, -8.450, 1.113], [5.329, -7.045, 2.716], [5.556, -7.817, 3.450], [5.430, -5.692, 3.068], [5.789, -5.406, 4.064], [5.074, -4.698, 2.151], [5.166, -3.643, 2.413], [5.592, -4.207, -1.666], [6.759, -4.723, -1.081], [6.951, -4.564, -0.017], [7.649, -5.536, -1.787], [8.515, -5.955, -1.270], [7.399, -5.834, -3.136], [8.072, -6.517, -3.678], [6.305, -5.226, -3.760], [6.117, -5.443, -4.816], [5.452, -4.353, -3.055], [4.673, -3.805, -3.591], [5.009, -2.429, 0.382], [1.704, -6.136, -0.066], [1.983, -4.709, -1.219], [2.596, -3.433, -0.729], [2.265, -3.135, 0.281], [2.684, -2.296, -1.690], [3.398, -1.482, -1.427], [2.298, -2.482, -3.034], [2.313, -1.597, -3.701], [1.931, -3.758, -3.471], [1.870, -3.972, -4.548], [1.650, -4.790, -2.569], [1.145, -5.697, -2.930], [1.634, -5.592, 1.736], [1.309, -4.302, 2.233], [0.816, -3.561, 1.592], [1.616, -3.947, 3.546], [1.527, -2.896, 3.855], [2.036, -4.930, 4.446], [2.247, -4.658, 5.480], [2.233, -6.242, 4.012], [2.626, -7.012, 4.687], [2.013, -6.582, 2.675], [2.197, -7.612, 2.346], [0.452, -6.758, -0.307], [-0.252, -3.030, -0.451], [-1.471, -0.046, -4.039], [-0.389, -0.464, -3.259], [-0.477, -0.490, -1.919], [-1.629, -0.113, -1.286], [-2.768, 0.297, -2.027], [-2.664, 0.314, -3.430], [-3.947, 0.662, -1.292], [-3.976, 0.648, 0.084], [-2.831, 0.282, 0.864], [-2.784, 0.267, 2.276], [-1.631, -0.149, 2.930], [-0.534, -0.572, 2.171], [-0.554, -0.512, 0.833], [-1.664, -0.111, 0.152], [-1.333, 0.009, -5.120], [0.566, -0.752, -3.706], [-3.538, 0.608, -4.007], [-4.832, 0.944, -1.872], [-4.900, 0.909, 0.622], [-3.678, 0.564, 2.810], [-1.543, -0.140, 4.013], [0.385, -0.929, 2.637]],
  "e_tot_ev": -126711.4140,
  "homo_lumo_gap_ev": [5.53, 6.03],
  "relative_energy_kcal_mol": 0.00,
  "charge": 1
}